Record 1
A structure of composition C19H37N2O5Rb in a non-equilibrium geometry. Source: the OMol25 dataset; level of theory: the ωB97M-V functional and the def2-TZVPD basis.

Calculated values
M   459.0 g mol⁻¹
LUMO energy   3.8723 eV
Energy relative to the best compared isomer or geometry (same formula, charge and spin)   1.945 eV
Charge   -2
Gap between HOMO and LUMO   3.58 eV

CARTESIAN COORDINATES (ANGSTROEM)
Rb: -2.69 20.86 10.80
O: -5.05 17.44 8.24
C: -5.38 18.49 9.06
O: -6.52 19.02 8.84
O: -4.62 18.89 9.95
H: -5.94 17.55 7.82
C: -1.42 22.50 14.04
C: -2.27 21.51 14.85
C: -1.92 21.90 16.32
C: -2.68 21.20 17.43
C: -4.20 21.23 17.11
C: -4.59 20.85 15.67
N: -3.72 21.50 14.69
O: -4.12 21.41 13.35
C: -6.03 21.33 15.56
C: -4.55 19.30 15.56
C: -1.64 20.11 14.63
H: -0.38 22.46 14.38
H: -1.75 23.54 14.11
H: -1.39 22.34 12.96
H: -2.18 22.97 16.39
H: -0.84 21.98 16.48
H: -2.44 21.69 18.37
H: -2.40 20.15 17.52
H: -4.40 22.29 17.34
H: -4.82 20.64 17.78
H: -6.07 22.41 15.71
H: -6.76 20.95 16.29
H: -6.47 21.07 14.60
H: -5.52 18.84 15.77
H: -3.73 18.90 16.15
H: -4.32 19.00 14.53
H: -0.55 20.18 14.58
H: -1.96 19.51 13.78
H: -1.78 19.53 15.55
C: -1.38 24.86 10.70
C: -2.10 24.94 9.32
C: -0.93 25.00 8.33
C: -1.27 24.84 6.89
C: -1.81 23.44 6.66
C: -3.01 23.21 7.65
N: -2.86 23.72 9.04
O: -3.94 23.44 9.88
C: -3.32 21.70 7.61
C: -4.21 23.84 6.90
C: -2.97 26.21 9.24
H: -0.65 24.05 10.79
H: -2.09 24.79 11.52
H: -0.77 25.76 10.81
H: -0.14 24.30 8.61
H: -0.47 25.99 8.46
H: -0.39 24.89 6.25
H: -1.91 25.68 6.62
H: -0.96 22.78 6.88
H: -2.11 23.31 5.62
H: -4.32 21.43 7.96
H: -2.65 21.13 8.25
H: -3.23 21.24 6.62
H: -4.39 23.31 5.95
H: -3.93 24.86 6.62
H: -5.21 23.83 7.35
H: -3.35 26.26 8.21
H: -2.45 27.15 9.44
H: -3.82 26.06 9.91

Atom charges from the Mulliken analysis, given in e for atoms 1 to 2: 0.91 -0.49



Record 2
A cluster of 3 separate species, C19H37N3O7PS2 in total in a non-equilibrium geometry. Source: the OMol25 dataset; level of theory: the ωB97M-V functional and the def2-TZVPD basis.

Calculated values
M   514.6 g mol⁻¹
LUMO energy   2.4092 eV
Charge   -1
Gap between HOMO and LUMO   5.16 eV

CARTESIAN COORDINATES (ANGSTROEM)
O: -2.45 2.29 -5.80
P: -3.61 2.57 -4.56
O: -5.12 1.82 -4.90
C: -2.91 1.96 -2.88
C: -4.06 2.34 -1.83
C: -3.89 1.71 -0.36
C: -2.52 0.94 -0.10
C: -1.29 1.91 0.35
C: 0.08 1.09 0.23
C: 0.93 1.41 -1.10
C: 0.55 0.47 -2.35
S: 1.06 -1.32 -2.09
C: -0.51 -2.27 -2.28
N: -1.10 -3.31 -1.51
N: -2.28 -3.52 -2.19
C: -2.43 -2.65 -3.32
O: -1.27 -1.83 -3.39
N: -1.65 2.77 -2.70
C: -1.81 4.00 -3.12
S: -1.87 5.66 -3.27
H: -1.53 2.33 -5.44
H: -4.90 0.87 -5.10
H: -4.19 3.47 -1.80
H: -5.05 1.91 -2.25
H: -4.73 0.94 -0.19
H: -4.04 2.51 0.44
H: -2.70 0.26 0.83
H: -2.21 0.21 -0.93
H: -1.46 2.13 1.48
H: -1.30 2.92 -0.17
H: -0.17 -0.03 0.36
H: 0.74 1.41 1.12
H: 0.73 2.52 -1.35
H: 2.05 1.33 -0.88
H: -0.60 0.47 -2.41
H: 0.91 0.87 -3.35
H: -3.28 -2.55 -4.06
C: 3.41 -7.89 0.19
O: 2.05 -7.62 -0.09
C: 1.49 -6.65 0.78
C: 1.39 -5.28 0.11
O: 2.69 -4.74 -0.14
C: 3.08 -4.87 -1.50
H: 3.83 -8.47 -0.63
H: 3.99 -6.97 0.30
H: 3.49 -8.48 1.11
H: 2.06 -6.59 1.71
H: 0.48 -6.99 1.03
H: 0.88 -4.59 0.79
H: 0.81 -5.34 -0.81
H: 2.52 -4.17 -2.12
H: 2.92 -5.89 -1.86
H: 4.14 -4.64 -1.57
C: 1.03 5.48 5.43
O: 1.77 4.39 5.97
C: 1.18 3.13 5.67
C: 1.93 2.43 4.54
O: 1.77 3.13 3.31
C: 2.92 3.90 2.97
H: 1.64 6.38 5.51
H: 0.80 5.31 4.37
H: 0.11 5.62 5.99
H: 0.12 3.24 5.43
H: 1.26 2.51 6.57
H: 1.50 1.43 4.40
H: 2.99 2.31 4.79
H: 3.73 3.24 2.64
H: 3.25 4.51 3.82
H: 2.65 4.57 2.15

Atom charges from the Mulliken analysis, given in e for atoms 1 to 2: -0.49 -0.11



Record 3
A structure of composition C19H37NPdS3Si3 in a non-equilibrium geometry. Source: the OMol25 dataset; level of theory: the ωB97M-V functional and the def2-TZVPD basis.

Calculated values
M   566.4 g mol⁻¹
LUMO energy   4.2564 eV
Energy relative to the best compared isomer or geometry (same formula, charge and spin)   1.504 eV
Charge   -2
Gap between HOMO and LUMO   4.49 eV

CARTESIAN COORDINATES (ANGSTROEM)
Pd: -0.81 0.08 0.29
S: -3.28 4.78 1.29
C: -3.11 3.10 1.18
S: -1.63 2.53 0.55
S: -4.40 2.13 1.67
C: 0.39 2.10 3.01
Si: 1.52 2.21 1.46
C: 1.44 3.92 0.62
C: 3.33 2.27 2.15
C: 1.37 0.71 0.36
Si: 1.15 0.79 -1.50
C: 0.04 2.12 -2.32
C: 0.71 -0.91 -2.31
C: 2.89 1.22 -2.24
Si: 1.80 -0.95 1.09
C: 3.60 -1.47 0.65
C: 1.71 -1.06 3.01
C: 0.64 -2.40 0.64
C: 1.02 -3.64 0.19
C: 0.08 -4.67 0.06
C: -1.24 -4.37 0.40
C: -1.54 -3.11 0.85
N: -0.65 -2.10 0.95
H: -0.17 3.02 3.17
H: 0.95 1.88 3.91
H: -0.34 1.30 2.85
H: 1.78 4.69 1.31
H: 0.43 4.17 0.32
H: 2.07 3.95 -0.26
H: 3.45 3.09 2.85
H: 4.03 2.44 1.34
H: 3.62 1.36 2.64
H: -0.95 2.12 -1.88
H: -0.06 1.96 -3.40
H: 0.47 3.10 -2.16
H: -0.25 -1.25 -1.95
H: 1.45 -1.66 -2.06
H: 0.66 -0.84 -3.40
H: 3.22 2.19 -1.87
H: 2.88 1.27 -3.32
H: 3.64 0.49 -1.94
H: 4.27 -0.62 0.76
H: 3.69 -1.81 -0.38
H: 3.97 -2.27 1.29
H: 2.37 -0.35 3.48
H: 1.99 -2.06 3.35
H: 0.70 -0.86 3.33
H: 2.06 -3.83 -0.03
H: 0.36 -5.66 -0.27
H: -2.00 -5.13 0.36
H: -2.55 -2.88 1.17
C: -4.46 -1.87 -1.54
C: -3.14 -1.08 -1.62
C: -3.23 -0.03 -2.72
C: -2.86 -0.38 -0.29
H: -4.76 -2.24 -2.53
H: -5.25 -1.23 -1.16
H: -4.36 -2.74 -0.89
H: -2.36 -1.80 -1.88
H: -4.05 0.66 -2.49
H: -3.40 -0.47 -3.71
H: -2.30 0.54 -2.74
H: -3.21 -0.98 0.56
H: -3.42 0.56 -0.27

Atom charges from the Mulliken analysis, given in e for atoms 1 to 2: -0.36 -0.51



Record 4
A cluster of 19 separate species, C19H38Cl38 in total in a non-equilibrium geometry. Source: the OMol25 dataset; level of theory: the ωB97M-V functional and the def2-TZVPD basis.

Calculated values
M   1613.7 g mol⁻¹
LUMO energy   0.0875 eV
Energy relative to the best compared isomer or geometry (same formula, charge and spin)   1.247 eV
Gap between HOMO and LUMO   10.76 eV

CARTESIAN COORDINATES (ANGSTROEM)
C: 0.52 1.32 3.96
Cl: 0.89 3.09 3.75
Cl: -0.23 1.12 5.57
H: -0.27 1.12 3.26
H: 1.45 0.72 3.90
C: 5.24 4.72 3.40
Cl: 5.93 6.28 2.97
Cl: 5.05 3.71 1.94
H: 5.87 4.18 4.09
H: 4.28 4.94 3.78
C: -5.95 1.57 0.67
Cl: -6.26 3.09 1.57
Cl: -6.97 0.26 1.30
H: -6.32 1.74 -0.32
H: -4.90 1.27 0.83
C: 1.76 4.71 0.36
Cl: 2.34 5.83 1.56
Cl: 0.80 5.47 -0.95
H: 2.50 4.20 -0.27
H: 1.08 4.04 0.85
C: 2.73 -1.04 -3.44
Cl: 3.08 -0.80 -5.16
Cl: 3.31 -2.57 -2.76
H: 3.14 -0.23 -2.85
H: 1.60 -1.00 -3.33
C: 2.30 3.22 -3.90
Cl: 3.29 2.51 -2.59
Cl: 2.91 4.75 -4.38
H: 2.30 2.47 -4.70
H: 1.31 3.30 -3.49
C: 5.13 0.39 3.68
Cl: 6.62 1.10 4.09
Cl: 4.18 0.24 5.15
H: 4.63 0.97 2.97
H: 5.28 -0.61 3.31
C: -3.29 3.17 -1.36
Cl: -2.94 1.49 -1.04
Cl: -4.46 3.37 -2.72
H: -3.62 3.75 -0.50
H: -2.41 3.60 -1.80
C: -3.48 3.92 3.69
Cl: -2.64 3.22 2.26
Cl: -4.20 2.78 4.79
H: -2.70 4.43 4.26
H: -4.28 4.49 3.31
C: 3.85 -3.62 2.69
Cl: 2.51 -4.44 1.92
Cl: 5.09 -3.21 1.50
H: 3.52 -2.73 3.18
H: 4.26 -4.41 3.35
C: -3.15 -3.74 -0.56
Cl: -1.54 -3.07 -1.16
Cl: -2.85 -5.34 0.13
H: -3.60 -3.12 0.21
H: -3.68 -3.92 -1.46
C: -2.28 0.84 -4.63
Cl: -2.84 1.04 -6.28
Cl: -0.88 1.91 -4.24
H: -3.06 1.17 -3.93
H: -1.97 -0.15 -4.44
C: -0.64 -3.36 3.03
Cl: 0.25 -2.01 3.76
Cl: -0.53 -4.85 3.94
H: -1.68 -3.07 3.05
H: -0.19 -3.56 2.04
C: -6.68 -1.91 -2.65
Cl: -5.15 -1.11 -2.26
Cl: -6.60 -3.65 -2.31
H: -7.47 -1.48 -2.05
H: -6.77 -1.89 -3.72
C: 0.55 -3.80 -5.51
Cl: -0.66 -4.84 -6.20
Cl: -0.23 -2.47 -4.53
H: 1.20 -4.36 -4.84
H: 1.14 -3.35 -6.27
C: -4.30 -0.96 3.05
Cl: -3.30 -0.79 1.55
Cl: -4.66 -2.63 3.26
H: -3.73 -0.60 3.91
H: -5.11 -0.32 2.83
C: 0.80 -5.94 -1.58
Cl: -0.54 -6.47 -2.60
Cl: 1.96 -7.15 -1.17
H: 1.32 -5.21 -2.18
H: 0.38 -5.47 -0.68
C: 6.63 1.05 -0.75
Cl: 5.16 0.17 -0.23
Cl: 7.41 0.25 -2.10
H: 6.39 2.05 -0.95
H: 7.34 0.94 0.10
C: -0.20 -0.17 -0.02
Cl: 1.06 -1.38 0.09
Cl: 0.32 1.41 0.57
H: -0.37 0.00 -1.08
H: -1.05 -0.58 0.52

Atom charges from the Mulliken analysis, given in e for atoms 1 to 2: 0.10 -0.16



Record 5
A cluster of 2 separate species, C19H38Cl4INO3P in total in a non-equilibrium geometry. Source: the OMol25 dataset; level of theory: the ωB97M-V functional and the def2-TZVPD basis.

Calculated values
M   628.2 g mol⁻¹
LUMO energy   1.6116 eV
Charge   -1
Gap between HOMO and LUMO   5.69 eV

CARTESIAN COORDINATES (ANGSTROEM)
C: -5.10 1.21 2.99
C: -3.80 0.62 2.41
C: -4.08 -0.41 1.30
C: -4.35 -1.77 1.93
P: -2.83 -0.38 -0.14
C: -1.72 -0.28 -1.77
C: -2.43 0.33 -2.91
N: -2.95 1.49 -2.91
O: -2.20 -2.01 0.16
C: -1.16 -2.04 1.08
C: -0.16 -3.15 0.84
C: -0.71 -4.52 0.47
C: 0.39 -5.57 0.59
I: -2.32 -5.13 1.75
C: -0.50 -0.66 1.12
O: 0.58 -0.57 0.22
C: 1.26 0.67 0.29
C: 2.61 0.54 1.03
C: 3.20 -0.88 0.93
C: 3.62 1.65 0.67
C: 3.85 1.98 -0.81
C: 2.85 3.03 -1.34
C: 3.94 0.76 -1.73
O: -1.51 0.24 0.87
H: -5.71 0.44 3.46
H: -4.88 2.00 3.70
H: -5.66 1.66 2.17
H: -3.28 0.11 3.22
H: -3.21 1.45 2.03
H: -5.02 -0.10 0.82
H: -3.54 -2.08 2.58
H: -5.26 -1.76 2.54
H: -4.51 -2.53 1.16
H: -3.87 -0.93 -0.99
H: -3.25 0.97 -0.40
H: -0.80 0.27 -1.60
H: -1.47 -1.31 -2.05
H: -2.50 -0.28 -3.83
H: -3.39 1.67 -3.81
H: -1.55 -2.16 2.10
H: 0.42 -3.27 1.77
H: 0.56 -2.85 0.08
H: -1.09 -4.49 -0.54
H: 0.68 -5.66 1.63
H: 0.08 -6.54 0.20
H: 1.27 -5.22 0.05
H: -0.15 -0.49 2.16
H: 1.37 1.04 -0.73
H: 0.64 1.40 0.81
H: 2.37 0.68 2.08
H: 2.91 -1.39 0.02
H: 4.29 -0.81 0.92
H: 2.93 -1.47 1.80
H: 3.33 2.56 1.19
H: 4.58 1.35 1.10
H: 4.84 2.45 -0.86
H: 3.34 4.01 -1.36
H: 2.56 2.81 -2.37
H: 1.98 3.13 -0.71
H: 3.05 0.15 -1.74
H: 4.81 0.14 -1.47
H: 4.11 1.11 -2.75
C: 4.52 5.76 -3.89
Cl: 5.55 5.71 -2.45
Cl: 2.95 6.44 -3.46
Cl: 5.28 6.77 -5.12
Cl: 4.30 4.13 -4.52

Atom charges from the Mulliken analysis, given in e for atoms 1 to 2: -1.44 -0.25



Record 6
A structure of composition C19H38NO4P3Tc in a non-equilibrium geometry. Source: the OMol25 dataset; level of theory: the ωB97M-V functional and the def2-TZVPD basis.

Calculated values
M   535.4 g mol⁻¹
LUMO energy (spin up / spin down)   -11.7355 / -13.4922 eV
2S+1   4
Energy relative to the best compared isomer or geometry (same formula, charge and spin)   0.000 eV
Charge   +4
Gap between HOMO and LUMO (spin up / spin down)   7.89 / 6.40 eV

CARTESIAN COORDINATES (ANGSTROEM)
P: 4.47 -1.27 -0.42
C: 4.09 -0.90 1.35
H: 4.99 -0.66 1.94
H: 3.57 -1.76 1.79
H: 3.39 -0.05 1.40
C: 5.10 -2.97 -0.43
H: 5.13 -3.29 -1.47
H: 4.36 -3.60 0.08
H: 6.08 -3.04 0.03
C: 5.78 -0.10 -0.88
H: 6.69 -0.26 -0.31
H: 5.40 0.93 -0.73
H: 5.96 -0.21 -1.95
P: -1.25 4.35 -0.64
C: -1.31 4.88 1.12
H: -1.52 5.95 1.26
H: -0.33 4.60 1.55
H: -2.08 4.24 1.60
C: -0.06 5.39 -1.58
H: -0.03 4.99 -2.62
H: 0.93 5.23 -1.13
H: -0.31 6.46 -1.60
C: -2.89 4.58 -1.43
H: -3.23 5.62 -1.46
H: -3.61 3.95 -0.87
H: -2.81 4.18 -2.46
P: -3.15 -3.53 -0.41
C: -3.30 -2.58 1.18
H: -3.61 -3.24 2.02
H: -4.04 -1.77 1.05
H: -2.33 -2.09 1.40
C: -4.86 -3.99 -0.81
H: -5.17 -4.95 -0.40
H: -4.89 -4.02 -1.91
H: -5.54 -3.19 -0.48
C: -2.16 -5.00 0.04
H: -2.56 -5.59 0.88
H: -1.13 -4.65 0.27
H: -2.09 -5.62 -0.86
Tc: -0.21 0.50 -0.97
C: 1.00 1.61 0.22
O: 1.70 2.17 0.99
C: -1.91 0.80 0.02
O: -2.90 0.88 0.64
C: -1.40 0.24 -2.63
C: -0.91 -1.02 -2.22
C: 0.47 -1.19 -2.00
C: 1.35 -0.12 -2.26
C: 0.85 1.15 -2.63
C: -0.53 1.34 -2.82
H: -2.47 0.39 -2.74
H: -1.56 -1.88 -1.98
H: 0.85 -2.15 -1.64
H: 2.40 -0.35 -2.10
H: 1.53 1.99 -2.78
H: -0.93 2.30 -3.14
N: 1.26 -3.85 3.29
C: 0.59 -2.52 3.24
C: 0.52 -2.20 1.74
O: -0.17 -1.19 1.42
O: 1.15 -3.00 0.99
H: 0.65 -4.56 3.70
H: 2.11 -3.82 3.86
H: 1.48 -4.04 2.26
H: -0.40 -2.59 3.69
H: 1.19 -1.78 3.78

Atom charges from the Mulliken analysis, given in e for atoms 1 to 2: 0.78 -0.68



Record 7
A structure of composition C19H39AlCl4FOSi in a non-equilibrium geometry. Source: the OMol25 dataset; level of theory: the ωB97M-V functional and the def2-TZVPD basis.

Calculated values
M   499.4 g mol⁻¹
LUMO energy   2.2750 eV
Charge   -1
Gap between HOMO and LUMO   7.23 eV

CARTESIAN COORDINATES (ANGSTROEM)
C: -3.24 -1.80 2.94
C: -2.65 -2.77 1.92
C: -3.40 -2.83 0.58
C: -3.99 -1.50 0.09
C: -3.95 -1.31 -1.45
C: -3.56 0.12 -1.90
C: -2.31 0.19 -2.79
C: -1.26 1.22 -2.26
Al: 0.24 0.42 -1.16
C: 0.71 1.80 0.27
C: 0.06 1.43 1.60
O: -0.38 2.53 2.41
Si: 0.73 3.68 2.86
C: 0.55 5.16 1.69
C: 0.26 4.30 4.59
C: 2.51 3.04 2.95
C: 1.86 0.21 -2.43
Cl: 1.80 1.00 -4.00
C: 3.00 -0.47 -2.13
C: 4.22 -0.71 -2.97
Cl: 3.14 -1.17 -0.54
C: -0.34 -1.37 -0.38
C: -0.15 -2.56 -1.30
F: 0.27 -1.68 0.88
H: -2.89 -0.79 2.74
H: -2.87 -2.05 3.93
H: -4.33 -1.81 2.94
H: -1.61 -2.51 1.72
H: -2.67 -3.77 2.36
H: -4.19 -3.58 0.62
H: -2.70 -3.18 -0.18
H: -5.03 -1.45 0.41
H: -3.47 -0.65 0.54
H: -3.28 -2.04 -1.89
H: -4.94 -1.53 -1.83
H: -3.44 0.76 -1.03
H: -4.40 0.51 -2.46
H: -2.63 0.49 -3.79
H: -1.85 -0.79 -2.85
H: -1.77 1.92 -1.60
H: -0.85 1.83 -3.07
H: 1.80 1.81 0.34
H: 0.38 2.76 -0.11
H: -0.84 0.83 1.42
H: 0.73 0.77 2.16
H: -0.11 5.89 2.15
H: 1.50 5.60 1.41
H: 0.06 4.82 0.79
H: 1.10 4.18 5.27
H: -0.59 3.74 4.97
H: 0.02 5.36 4.55
H: 2.89 3.16 3.96
H: 3.12 3.67 2.30
H: 2.62 2.02 2.59
H: 4.00 -0.54 -4.02
H: 4.52 -1.74 -2.86
H: 5.02 -0.05 -2.65
H: -1.40 -1.28 -0.14
H: -1.04 -2.68 -1.92
H: -0.03 -3.48 -0.73
H: 0.70 -2.43 -1.97
C: 7.00 -4.28 -2.67
Cl: 5.30 -4.46 -3.11
Cl: 7.67 -2.73 -3.20
H: 7.08 -4.33 -1.59
H: 7.57 -5.07 -3.14

Atom charges from the Mulliken analysis, given in e for atoms 1 to 2: -1.20 -0.08